Entry 1:
{
  "formula": "C22H40F13InNO6PS",
  "method": "wB97M-V/def2-TZVPD",
  "elements": ["In", "S", "P", "F", "F", "F", "F", "F", "F", "F", "F", "F", "F", "F", "F", "F", "O", "O", "O", "O", "O", "O", "N", "C", "C", "C", "C", "C", "C", "C", "C", "C", "C", "C", "C", "C", "C", "C", "C", "C", "C", "C", "C", "C", "C", "H", "H", "H", "H", "H", "H", "H", "H", "H", "H", "H", "H", "H", "H", "H", "H", "H", "H", "H", "H", "H", "H", "H", "H", "H", "H", "H", "H", "H", "H", "H", "H", "H", "H", "H", "H", "H", "H", "H", "H"],
  "positions_angstrom": [[-1.57797, 2.53594, 0.34627], [2.39079, 1.32011, -5.95095], [-1.87926, 1.62354, 2.69577], [2.76557, -1.31001, -4.07517], [-0.66470, -1.60755, -3.36751], [-0.18181, 0.59661, -3.55983], [2.29054, 1.29049, -7.62782], [3.23395, 2.74761, -6.08951], [0.95648, 2.21732, -5.96780], [2.43717, 1.50946, -4.30825], [1.90702, -1.09060, -6.91296], [0.03537, -0.00743, -6.32073], [2.13894, 0.17679, -1.73649], [3.83811, 0.51688, -6.02922], [1.01777, -2.41197, -4.93915], [1.35050, -2.04834, -1.57759], [3.81801, 5.43889, -1.71060], [-0.51798, 2.17005, 3.62823], [-1.72874, -0.10241, 2.58208], [1.95607, 6.78489, -1.31183], [-3.21030, 2.05707, 3.32905], [-3.28570, 2.37035, -0.87086], [-0.12254, -4.15951, 5.09358], [-0.94147, -3.15719, 4.22891], [1.43757, -1.09432, -4.54777], [0.23758, -3.48662, 6.39783], [-0.25914, -6.53063, 6.11003], [0.41423, -0.66457, -3.39243], [2.75969, 5.96728, -2.14111], [1.02916, -0.69592, -1.90127], [0.67988, -4.21137, 2.83166], [-0.96890, -5.41128, 5.33900], [0.19297, 1.44329, -0.57511], [-2.94594, 1.94912, -2.20308], [1.31475, 6.01290, -0.25171], [1.37130, -0.23768, -5.89455], [-4.09459, 2.37293, -3.27953], [-0.13311, -0.11209, -0.91626], [-1.00162, 4.75343, 0.31272], [1.12419, -4.45545, 4.25673], [0.09514, 5.09524, -0.80664], [2.36877, 5.65482, -3.66364], [0.17131, -7.70969, 5.23804], [-3.31782, 3.00601, -4.54283], [-0.11485, -2.93175, 2.97371], [-4.60422, 1.42017, -3.66676], [1.04114, 1.47471, 0.18287], [2.13655, 5.38127, 0.23552], [-1.09707, -2.23475, 4.79107], [0.60143, -6.17866, 6.68162], [1.04840, -7.47691, 4.63112], [-2.96620, 0.79223, -2.20009], [2.05199, 4.55887, -3.69652], [0.19636, 2.44125, 3.00242], [-0.97064, -6.92437, 6.84313], [-1.83468, -5.06611, 5.91143], [-0.63210, -8.02676, 4.56876], [-2.46808, 2.26932, -4.79847], [-4.02526, 3.17986, -5.42293], [-0.56423, 5.09842, 1.32396], [-0.81090, -0.37541, 2.80219], [0.77891, -2.56570, 6.17264], [0.86863, -4.14973, 6.98753], [0.42973, 2.01678, -1.54543], [-0.36897, 5.69506, -1.67402], [-1.90818, -3.60936, 4.00040], [1.89883, -3.74224, 4.55156], [1.53171, 6.31674, -4.06157], [-1.32410, -5.76044, 4.36631], [-0.73792, -2.72074, 2.10198], [0.43724, -8.56029, 5.87007], [-1.17327, -0.21142, -1.36106], [-2.80276, 3.96021, -4.18582], [-0.68663, -3.25895, 6.92994], [-4.87311, 3.06926, -2.82009], [-1.94523, 2.33865, -2.58977], [1.52304, -4.10755, 2.14620], [0.59482, 4.18884, -1.28569], [3.25988, 5.75196, -4.37721], [0.94746, 6.75526, 0.52670], [0.04717, -5.02609, 2.47158], [-1.91877, 5.41045, 0.10597], [1.48446, -5.46268, 4.44424], [0.55934, -2.08097, 3.11625], [-0.11115, -0.75484, 0.02858]],
  "forces_ev_per_angstrom": [[0.384, 1.012, -1.019], [0.400, 4.134, -1.719], [-1.926, 1.272, 0.839], [-3.055, 1.221, -1.112], [2.291, 2.005, -0.271], [1.510, -2.310, -0.366], [0.282, -0.076, 2.559], [-1.269, -2.251, 0.341], [2.436, -1.190, 0.316], [0.159, -0.875, -2.328], [-0.885, 1.927, 2.394], [3.328, -0.513, 1.621], [-1.407, -2.619, -0.981], [-2.513, 0.974, 0.612], [0.859, 2.811, 0.577], [0.044, 2.458, -0.740], [-3.842, 1.915, -1.132], [-0.708, -1.074, -1.255], [0.877, 0.991, 1.079], [0.436, -1.702, -1.567], [3.175, -1.576, -0.730], [1.146, -0.238, -0.975], [-0.167, 0.332, -0.036], [-0.005, 0.047, 0.033], [-0.003, -2.848, -0.107], [-0.072, -0.300, -0.370], [-0.191, -0.436, -0.145], [-1.059, -0.222, 1.449], [3.001, -1.513, 0.533], [-1.515, 0.943, 1.222], [0.248, -0.021, -0.130], [0.326, 0.367, 0.386], [-0.482, -0.987, -0.250], [-1.744, -0.584, 0.218], [-0.402, -0.834, 0.890], [-1.158, -2.964, -2.650], [1.063, -0.367, -0.589], [0.858, 0.568, 0.242], [0.511, 0.909, 0.057], [-0.079, -0.127, 0.083], [0.698, 0.879, -0.318], [-0.356, 0.440, 0.167], [0.159, -0.075, -0.012], [-0.068, -0.367, 0.964], [-0.173, 0.243, -0.267], [0.488, 1.373, 0.739], [-0.782, 0.123, -1.265], [-1.233, 0.715, -0.567], [-0.086, -0.247, 0.042], [-0.111, 0.143, -0.005], [-0.068, -0.050, -0.057], [0.513, 1.456, -0.291], [0.286, 1.488, 0.137], [-0.838, -0.256, 0.574], [0.082, 0.216, -0.013], [0.096, 0.117, -0.211], [0.045, 0.012, 0.070], [-1.397, 1.103, 0.009], [1.207, -0.130, 1.110], [-0.759, -0.561, -1.345], [-0.751, 0.520, -0.241], [-0.116, -0.136, 0.001], [-0.069, 0.086, -0.047], [-0.075, -0.985, 1.628], [0.581, -0.896, 1.296], [0.146, 0.006, 0.147], [-0.168, -0.055, 0.007], [1.005, -0.942, 0.709], [0.138, 0.102, 0.074], [-0.022, 0.046, 0.192], [-0.024, 0.071, -0.102], [1.508, -0.057, 0.312], [-0.797, -1.053, -0.739], [0.124, -0.030, -0.024], [1.211, -0.905, -0.568], [-1.027, -0.455, 0.543], [-0.053, -0.084, 0.111], [-0.738, 0.962, 0.649], [-1.082, -0.051, 1.420], [0.391, -0.795, -1.197], [0.047, -0.013, -0.005], [1.252, -1.009, 0.444], [-0.103, 0.031, 0.212], [0.017, -0.103, -0.047], [0.046, 0.867, -1.217]],
  "orbital_gap_ha": 0.2290,
  "multiplicity": 1,
  "energy_ev": -97855.71548
}

***

Entry 2:
{
  "formula": "C5H10IN4O",
  "method": "wB97M-V/def2-TZVPD",
  "elements": ["I", "O", "N", "N", "N", "N", "C", "C", "C", "C", "C", "H", "H", "H", "H", "H", "H", "H", "H", "H", "H"],
  "positions_angstrom": [[-1.43150, 1.03020, 2.39148], [-2.61860, -0.74454, -0.42655], [-0.68780, -0.13652, 0.85441], [-1.22278, 1.00245, -1.13920], [2.78683, -1.41083, 0.28876], [0.93024, 1.10466, -0.23070], [-0.30444, 0.67811, -0.20425], [2.13382, -0.65049, 1.05035], [-2.09072, -0.14910, -1.55423], [-1.60750, -1.20697, 0.43031], [1.92062, 0.83533, 0.82452], [3.17529, -0.90439, -0.51078], [-0.84334, 1.51449, -1.92741], [1.20878, 1.70459, -0.99082], [-1.01667, -1.99829, -0.03587], [2.85262, 1.28603, 0.49589], [-2.09192, -1.61000, 1.31057], [1.68755, -1.06986, 1.94546], [-2.90121, 0.23277, -2.16237], [-1.49976, -0.85256, -2.14714], [1.62050, 1.34492, 1.73758]],
  "forces_ev_per_angstrom": [[0.067, 0.048, 0.020], [-0.065, 0.032, 0.166], [-0.094, -0.283, -0.156], [0.860, -0.731, -0.356], [-0.034, 0.077, -0.063], [0.025, 0.261, 0.054], [-0.451, 0.135, 0.202], [0.014, -0.107, 0.055], [-0.297, 0.265, 0.005], [-0.157, 0.018, 0.181], [0.067, 0.096, 0.031], [0.041, -0.070, -0.037], [-0.153, 0.081, -0.075], [0.050, 0.118, -0.062], [0.164, 0.071, -0.206], [0.054, 0.047, -0.090], [-0.023, -0.048, 0.066], [-0.007, -0.055, 0.105], [-0.109, 0.111, 0.045], [0.142, -0.050, 0.013], [-0.093, -0.016, 0.100]],
  "orbital_gap_ha": 0.3151,
  "multiplicity": 1,
  "energy_ev": -21447.61271,
  "charge": 1,
  "relative_energy_kcal_mol": 0.0
}

***

Question: Number 1 is which compound?
Answer: C22H40F13InNO6PS